The following is a quantum chemistry calculation of a structure of composition C6H27B2ClN5O3V, from the Open Molecules 2025 dataset.

For the LUMO energy (alpha / beta), the calculation gives 2.5806 / 2.5761 eV. For the energy above the lowest of the compared OMol25 structures with the same formula, charge and spin, the calculation gives 86.4 kcal per mole. For the gap between HOMO and LUMO (alpha / beta), the calculation gives 5.5 / 7.0 eV. Its HOMO energy (alpha / beta) is -2.97 / -4.40 eV. As for the expectation value of S²: 3.755. Its multiplicity is 4. As for the net charge: -1.

CARTESIAN COORDINATES (ANGSTROEM)
V (0.00666, 0.48176, 0.61201)
B (0.96295, 1.51178, -1.52206)
H (1.42390, 1.48563, -2.49729)
H (0.22908, 0.73338, -1.38147)
H (1.57489, 1.61178, -0.63901)
H (0.34569, 2.39666, -1.53675)
B (-0.41221, -0.69818, 2.74167)
H (-0.40697, 0.37629, 2.64311)
H (-1.39248, -1.11727, 2.90807)
H (0.13166, -1.13667, 1.91937)
H (0.12445, -0.92009, 3.65106)
Cl (-1.94595, 2.17810, 0.61850)
C (-3.08470, -1.58556, 0.51620)
C (-2.38169, -1.69467, -0.81038)
C (-3.03718, -0.99909, -1.96601)
O (-2.27302, -1.12028, -3.20927)
C (-2.97657, -0.50900, -4.20874)
N (-1.01671, -1.21251, -0.64473)
H (-2.48069, -2.21031, 1.17421)
H (-4.02968, -2.12484, 0.45077)
H (-3.31652, -0.57471, 0.85166)
H (-2.25985, -2.75876, -1.01277)
H (-3.13448, 0.02937, -1.61828)
H (-4.03728, -1.40018, -2.13035)
H (-3.89057, -1.04361, -4.46737)
H (-2.34098, -0.21329, -5.04341)
H (-3.37359, 0.44960, -3.87471)
H (-0.29247, -1.90027, -0.49454)
H (-0.99302, -1.04444, -1.64037)
C (3.05777, -1.01597, -0.10892)
O (2.06825, -0.51823, 0.35535)
N (3.33292, -2.30004, 0.06438)
N (4.00069, -0.33383, -0.70233)
H (4.10238, -2.70727, -0.44767)
H (2.44438, -2.77400, 0.14154)
H (4.85175, -0.77005, -1.02717)
H (3.63033, 0.54838, -1.02581)
C (1.75874, 2.63318, 2.63051)
O (1.24561, 1.83884, 1.77588)
N (1.60668, 2.67818, 3.86547)
N (2.71668, 3.31421, 2.26631)
H (2.07663, 3.34345, 4.46268)
H (0.90162, 2.01749, 4.15956)
H (3.32749, 3.88483, 2.83323)
H (3.15538, 3.17003, 1.36805)



The following is a quantum chemistry calculation of an isolated molecule of C3H10N2, from the Open Molecules 2025 dataset.

For the LUMO energy, the calculation gives 1.2060 eV. For the energy above the lowest of the compared OMol25 structures with the same formula, charge and spin, the calculation gives 12.4 kcal per mole. For the gap between HOMO and LUMO, the calculation gives 9.4 eV. Its HOMO energy is -8.21 eV. As for the SMILES: CCNCN. As for the net charge: 0.

CARTESIAN COORDINATES (ANGSTROEM)
C (-0.54178, -1.45388, 1.86080)
C (-0.25048, -1.26505, 0.37811)
N (-0.36332, 0.11010, -0.03652)
C (0.73664, 0.66822, -0.81997)
N (0.30961, 1.92647, -1.38419)
H (0.17740, -0.85255, 2.41526)
H (-0.34432, -2.49050, 2.16129)
H (-1.54603, -1.18645, 2.17814)
H (0.80158, -1.54308, 0.25840)
H (-0.78762, -1.92442, -0.29041)
H (-1.27661, 0.46824, -0.25380)
H (0.96982, 0.01054, -1.66601)
H (1.57994, 0.74380, -0.13616)
H (0.81869, 2.21591, -2.20537)
H (0.33100, 2.67818, -0.70783)



The following is a quantum chemistry calculation of a structure of composition C22H25BF4NOPt, from the Open Molecules 2025 dataset.

For the LUMO energy (alpha / beta), the calculation gives -2.9273 / -7.6629 eV. For the gap between HOMO and LUMO (alpha / beta), the calculation gives 8.4 / 4.6 eV. Its HOMO energy (alpha / beta) is -11.35 / -12.25 eV. As for the expectation value of S²: 6.021. Its multiplicity is 5. As for the net charge: +1.

CARTESIAN COORDINATES (ANGSTROEM)
C (-3.60334, 0.24504, -0.70424)
C (-2.70131, 1.37221, -0.59231)
C (-1.51070, 1.05840, -1.41411)
H (-2.90263, 2.35205, -0.16866)
C (-1.70940, -0.29533, -1.92187)
C (-3.01009, -0.73466, -1.53481)
H (-1.03601, -0.79445, -2.61156)
C (-2.23889, -1.05097, 2.78087)
C (-2.28576, 0.35069, 2.42686)
C (-0.89133, 0.80688, 2.34278)
H (-3.13482, 1.02510, 2.44440)
C (-0.06124, -0.42693, 2.23616)
C (-0.91873, -1.50803, 2.67838)
H (-0.72328, 1.75497, -1.68456)
H (-3.46937, -1.65897, -1.84336)
H (-4.58177, 0.18573, -0.25358)
H (-0.53997, -2.50269, 2.91950)
H (-0.51098, 1.82264, 2.41390)
H (-3.09502, -1.63896, 3.08498)
Pt (-1.28148, 0.07856, 0.44676)
C (1.47185, -0.43823, 2.31624)
C (1.88783, -1.01458, 3.67763)
C (2.04026, 0.98207, 2.18921)
H (1.44284, -0.42890, 4.48947)
H (2.97928, -0.98105, 3.77948)
H (1.56242, -2.05864, 3.77235)
H (1.65472, 1.60424, 3.00782)
H (1.76883, 1.45374, 1.23153)
H (3.13657, 0.94808, 2.26607)
C (2.09260, -1.35998, 1.21857)
C (1.95683, -0.87409, -0.20236)
H (1.60063, -2.34872, 1.27906)
H (3.16606, -1.49824, 1.44390)
O (0.86131, -0.58757, -0.72765)
N (3.06917, -0.79037, -0.97976)
C (2.85549, -0.64233, -2.43403)
H (3.90114, -1.28243, -0.68340)
C (2.34835, 0.73076, -2.78365)
C (1.41984, 0.90227, -3.81746)
H (1.02512, 0.01411, -4.31789)
C (1.01773, 2.18513, -4.19384)
H (0.31422, 2.30862, -5.01987)
C (1.53103, 3.30637, -3.52851)
H (1.23617, 4.30922, -3.84247)
C (2.42742, 3.13374, -2.46724)
H (2.82569, 3.99552, -1.92898)
C (2.83661, 1.84723, -2.09885)
H (3.54149, 1.69376, -1.27701)
H (2.13704, -1.40680, -2.76725)
H (3.81016, -0.83890, -2.93284)
F (-3.33834, -2.80107, 0.64215)
B (-4.75389, -2.67696, 0.85902)
F (-4.98884, -1.42705, 1.53907)
F (-5.41041, -2.64903, -0.40304)
F (-5.22111, -3.75121, 1.64901)



The following is a quantum chemistry calculation of a structure of composition C38H40N6OReS2, from the Open Molecules 2025 dataset.

For the LUMO energy (alpha / beta), the calculation gives -0.2369 / -0.3296 eV. For the energy above the lowest of the compared OMol25 structures with the same formula, charge and spin, the calculation gives 75.8 kcal per mole. For the gap between HOMO and LUMO (alpha / beta), the calculation gives 5.8 / 6.1 eV. Its HOMO energy (alpha / beta) is -6.01 / -6.48 eV. As for the expectation value of S²: 0.778. Its multiplicity is 2. As for the net charge: 0.

CARTESIAN COORDINATES (ANGSTROEM)
Re (0.43885, 0.87256, 0.23032)
C (-0.72905, 1.82937, -4.29351)
C (-1.86006, 2.36762, -3.40939)
C (-1.50848, 3.48192, -2.43296)
N (-0.67624, 3.11543, -1.27391)
C (-0.23927, 4.09613, -0.57716)
C (-0.65535, 5.48838, -0.78989)
C (0.04767, 6.63112, -0.66234)
C (1.37797, 6.79631, -0.16222)
C (2.01443, 5.89771, 0.61642)
C (1.54823, 4.62788, 1.08936)
C (0.56717, 3.81246, 0.63464)
N (0.25544, 2.60626, 1.26997)
C (0.36987, 2.59381, 2.72657)
C (-0.28666, 1.34383, 3.28929)
C (-1.56579, 0.95537, 2.57151)
N (-1.27608, 0.12720, 1.36815)
C (-2.22606, -0.68846, 1.01814)
C (-3.58601, -0.50741, 1.56494)
C (-4.57489, -1.38074, 1.80574)
C (-4.58119, -2.80534, 1.62399)
C (-3.69621, -3.48931, 0.88560)
C (-2.64308, -2.96222, 0.05981)
C (-2.02400, -1.76415, 0.02224)
N (-1.04855, -1.60677, -1.01774)
C (0.17430, -0.20730, -2.96381)
C (0.45419, 1.15308, -3.60543)
H (-0.32992, 2.66645, -4.87359)
H (-1.16780, 1.12906, -5.01290)
H (-2.36995, 1.55502, -2.88391)
H (-2.60868, 2.80030, -4.07938)
H (-2.45800, 3.89381, -2.07580)
H (-1.01837, 4.28807, -2.99145)
H (-1.66993, 5.59631, -1.15323)
H (-0.45878, 7.53565, -0.98466)
H (1.86485, 7.74726, -0.34189)
H (2.98446, 6.19391, 1.00081)
H (2.15282, 4.19828, 1.87959)
H (-0.10685, 3.49535, 3.13022)
H (1.41332, 2.61053, 3.05442)
H (-0.51187, 1.50431, 4.34608)
H (0.40882, 0.50496, 3.22363)
H (-2.11324, 1.85455, 2.27256)
H (-2.19487, 0.39005, 3.25790)
H (-3.81519, 0.51886, 1.82096)
H (-5.47319, -0.95422, 2.24033)
H (-5.40497, -3.35442, 2.06430)
H (-3.85217, -4.55794, 0.78971)
H (-2.26562, -3.65960, -0.68078)
H (-0.33705, -0.89659, -3.64393)
H (1.10430, -0.65123, -2.61153)
H (1.22938, 0.96616, -4.35176)
H (0.88990, 1.80181, -2.84624)
C (2.39040, -0.98645, 2.11819)
C (2.20171, -0.26160, 0.81482)
N (1.28565, -0.86723, -0.07163)
N (1.23778, -2.09171, -0.54075)
C (0.10450, -2.46023, -1.03825)
S (-0.88639, 0.01056, -1.53703)
S (-0.02797, -4.01044, -1.88704)
C (0.68847, -5.12175, -0.63321)
C (-0.30835, -5.73383, 0.31635)
C (-1.30673, -6.59743, -0.13523)
C (-2.23100, -7.13485, 0.74831)
C (-2.17494, -6.81344, 2.10239)
C (-1.18906, -5.95280, 2.55981)
C (-0.26231, -5.41738, 1.66979)
C (3.40403, 0.31760, 0.13974)
C (4.71185, -0.09338, 0.36324)
C (5.75578, 0.40346, -0.41055)
C (5.46850, 1.31101, -1.42495)
C (4.16752, 1.75302, -1.63918)
C (3.13493, 1.29014, -0.82516)
O (1.89427, 1.77000, -0.92387)
H (1.42535, -1.27441, 2.53895)
H (2.96793, -1.90492, 1.95612)
H (2.92533, -0.37149, 2.84555)
H (1.22421, -5.88195, -1.20165)
H (1.41886, -4.51806, -0.09816)
H (-1.35663, -6.84941, -1.19003)
H (-2.99887, -7.80524, 0.38219)
H (-2.89473, -7.23562, 2.79315)
H (-1.14401, -5.68713, 3.60866)
H (0.51527, -4.75250, 2.03227)
H (4.92033, -0.82533, 1.13719)
H (6.77246, 0.07480, -0.23690)
H (6.26886, 1.68423, -2.05406)
H (3.93444, 2.47226, -2.41687)



Number 1: M 325.3 g/mol, electronic energy -59813.6592 eV. Number 2: M 74.1 g/mol, electronic energy -6252.8890 eV. Number 3: M 601.3 g/mol, electronic energy -41544.3357 eV. Number 4: M 847.1 g/mol, electronic energy -74839.7655 eV.